(1)
{"formula": "C17H18BN7O4Ti", "method": "ωB97M-V with the def2-TZVPD basis set", "de_lowest_kj_mol": 0.0, "homo_ev": [-14.7, -14.7], "spin_multiplicity": 3, "total_charge": 2, "elements": ["C", "N", "N", "C", "C", "B", "N", "N", "C", "C", "C", "Ti", "N", "N", "C", "C", "C", "H", "H", "H", "H", "H", "H", "H", "H", "H", "H", "H", "C", "H", "H", "H", "O", "C", "O", "C", "C", "C", "C", "C", "C", "N", "O", "O", "H", "H", "H", "H"], "coordinates": [[-1.3608, -2.4461, 0.6415], [-1.7056, -1.2244, 0.1637], [-2.8810, -1.3625, -0.5337], [-3.3243, -2.6251, -0.4140], [-2.3787, -3.3491, 0.3138], [-3.4776, -0.1884, -1.3557], [-3.5718, 1.0538, -0.4265], [-2.4978, 1.5345, 0.2836], [-2.9195, 2.6049, 1.0171], [-4.2802, 2.7906, 0.7671], [-4.6544, 1.7931, -0.1325], [-0.6283, 0.6492, 0.4640], [-2.5686, 0.1115, -2.6117], [-1.2839, 0.5030, -2.3861], [-0.6753, 0.6516, -3.5441], [-1.5862, 0.3713, -4.5922], [-2.7880, 0.0364, -3.9505], [0.3710, 0.9435, -3.6014], [-3.7719, -0.2499, -4.3310], [-1.3844, 0.4048, -5.6518], [-4.5694, -0.4876, -1.7606], [-5.6098, 1.5610, -0.5761], [-4.2682, -2.9136, -0.8521], [-4.9006, 3.5530, 1.1884], [-2.4116, -4.3881, 0.5631], [-2.2263, 3.1500, 1.6434], [-0.4257, -2.5985, 1.1553], [0.2377, 2.2090, -0.2563], [0.3171, 2.2942, 0.9190], [-0.1374, 3.2781, 1.1755], [-0.2252, 1.5150, 1.7052], [1.3988, 2.2123, 1.1803], [1.9240, -1.8779, -1.0292], [1.9938, -1.0644, -0.0775], [1.0120, -0.2484, 0.2892], [3.2247, -0.9293, 0.7560], [3.1753, -0.2835, 2.0085], [4.3359, -0.0938, 2.7467], [5.5650, -0.5538, 2.2372], [5.6183, -1.2227, 0.9979], [4.4499, -1.4105, 0.2685], [6.7609, -0.3028, 2.9696], [6.6732, 0.3075, 4.0617], [7.8546, -0.6934, 2.5006], [2.2301, 0.0766, 2.4156], [4.3155, 0.4123, 3.7074], [6.5770, -1.5731, 0.6301], [4.4781, -1.9302, -0.6870]], "lowdin_spin": [0.00, 0.01, 0.01, 0.00, 0.01, 0.00, 0.00, 0.00, 0.00, 0.00, 0.00, 0.83, 0.12, 0.22, 0.04, 0.43, 0.18, 0.00, 0.00, 0.02, 0.00, 0.00, 0.00, 0.00, 0.00, 0.00, 0.00, 0.02, 0.05, 0.00, 0.06, 0.00, 0.00, 0.00, -0.01, 0.00, 0.00, 0.00, 0.00, 0.00, 0.00, 0.00, 0.00, 0.00, 0.00, 0.00, 0.00, 0.00]}

---

(2)
{"formula": "C4H7NS", "method": "ωB97M-V with the def2-TZVPD basis set", "de_lowest_kj_mol": 394.9, "homo_ev": [-8.1, -8.1], "elements": ["C", "N", "S", "H", "H", "H", "C", "C", "C", "H", "H", "H", "H"], "coordinates": [[-2.3917, 1.0701, -0.4221], [-1.3234, 1.2932, 0.2829], [-1.1487, 1.8919, 1.8442], [-2.2123, 0.8555, -1.4037], [-3.4928, 1.1219, -0.1320], [-0.3880, 1.0558, -0.0684], [0.7014, -1.3703, -1.3316], [1.1300, -1.1690, -0.2163], [1.7611, -0.4571, 0.8893], [0.5696, -1.6882, -2.3166], [2.7333, -0.0934, 0.6619], [1.9356, -1.1940, 1.6716], [1.0949, 0.3272, 1.1871]], "lowdin_charge": [-0.04, -0.57, 0.44, 0.04, 0.12, 0.05, 0.09, -0.19, -0.11, 0.01, 0.07, 0.08, 0.00]}

---

(3)
{"formula": "C21H17FN4", "method": "ωB97M-V with the def2-TZVPD basis set", "de_lowest_kj_mol": 9.5, "homo_ev": -7.7, "elements": ["C", "N", "C", "N", "N", "C", "C", "C", "C", "C", "C", "C", "C", "C", "C", "C", "C", "C", "N", "C", "C", "C", "C", "C", "C", "F", "H", "H", "H", "H", "H", "H", "H", "H", "H", "H", "H", "H", "H", "H", "H", "H", "H"], "coordinates": [[0.8267, 4.6015, 4.5180], [0.4945, 3.9286, 3.2452], [0.6687, 2.5726, 2.9485], [1.2984, 1.7131, 3.6760], [1.2542, 0.4833, 3.0882], [0.5730, 0.6203, 1.9654], [0.3567, -0.5189, 1.0685], [1.2523, -1.5844, 1.0442], [1.0853, -2.6203, 0.1051], [-0.0224, -2.6455, -0.7697], [-0.1518, -3.7427, -1.7413], [-0.5066, -3.4858, -3.0861], [-0.4254, -4.5043, -4.0287], [-0.1694, -5.8111, -3.6503], [0.0470, -6.1411, -2.2961], [0.0824, -5.0889, -1.3651], [-0.9405, -1.6202, -0.6731], [-0.7666, -0.5366, 0.1823], [0.2312, 1.9526, 1.8211], [-0.1761, 2.6055, 0.6219], [0.5761, 2.3443, -0.5612], [0.1732, 2.9702, -1.7691], [-0.9969, 3.7673, -1.8542], [-1.6963, 3.9557, -0.6755], [-1.3132, 3.3962, 0.5409], [-2.1373, 3.6185, 1.5870], [1.2429, 5.6168, 4.3459], [-0.0311, 4.6887, 5.1917], [1.5743, 4.0499, 5.0933], [-0.1112, 4.4562, 2.6038], [2.1413, -1.5134, 1.6896], [1.8870, -3.3656, 0.0425], [-0.7655, -2.4646, -3.3970], [-0.7310, -4.2582, -5.0370], [-0.1872, -6.6279, -4.3600], [0.2547, -7.1486, -1.9788], [0.3206, -5.3159, -0.3366], [-1.8091, -1.7063, -1.3151], [-1.4837, 0.2793, 0.1475], [1.4327, 1.6874, -0.5277], [0.6837, 2.6849, -2.6630], [-1.4380, 4.1603, -2.7360], [-2.5976, 4.5471, -0.7050]], "lowdin_charge": [-0.08, 0.01, -0.36, 0.06, 0.08, -0.25, -0.16, -0.02, -0.01, -0.20, -0.18, -0.03, -0.10, -0.09, -0.07, -0.03, -0.04, -0.01, 0.09, -0.13, 0.02, -0.05, -0.06, -0.02, -0.22, 0.08, 0.08, 0.07, 0.07, 0.12, 0.12, 0.12, 0.12, 0.10, 0.10, 0.10, 0.11, 0.11, 0.11, 0.12, 0.09, 0.10, 0.12]}

---

(4)
{"formula": "C34H53N2O11", "method": "ωB97M-V with the def2-TZVPD basis set", "homo_ev": -11.7, "total_charge": 1, "elements": ["C", "C", "C", "C", "C", "C", "C", "N", "C", "C", "C", "C", "C", "C", "C", "O", "N", "H", "H", "H", "H", "H", "H", "H", "H", "H", "H", "H", "H", "H", "H", "H", "H", "H", "H", "H", "H", "H", "H", "H", "O", "C", "O", "C", "C", "C", "H", "H", "H", "H", "H", "H", "O", "C", "O", "C", "C", "C", "H", "H", "H", "H", "H", "H", "O", "C", "O", "C", "C", "C", "H", "H", "H", "H", "H", "H", "O", "C", "O", "C", "C", "C", "H", "H", "H", "H", "H", "H", "O", "C", "O", "C", "C", "C", "H", "H", "H", "H", "H", "H"], "coordinates": [[-6.7725, 2.0703, 0.2746], [-6.5148, 3.2114, -0.8381], [-5.7979, 2.6139, -2.1722], [-4.4131, 3.3940, -2.5142], [-3.2177, 2.5356, -1.8918], [-3.1418, 2.5577, -0.2968], [-1.6931, 2.2079, 0.3007], [-1.5372, 0.7327, 0.6249], [-1.5858, -0.1297, -0.4511], [-1.4526, -1.6340, -0.3120], [-1.2105, -2.0137, 1.1472], [-1.1647, -0.8581, 2.1092], [-0.8600, -1.2492, 3.6430], [-2.1119, -2.3176, 4.0796], [-1.7720, -3.2223, 5.4491], [-1.7831, -3.7730, 3.9389], [-1.3417, 0.5020, 1.9102], [-7.8660, 1.7728, 0.3486], [-6.1076, 1.1675, 0.0539], [-6.4516, 2.4846, 1.2832], [-5.7966, 3.9764, -0.4042], [-7.4899, 3.7183, -1.1442], [-6.5633, 2.7449, -3.0074], [-5.5677, 1.5058, -2.0748], [-4.3305, 3.3783, -3.6581], [-4.4452, 4.4771, -2.1807], [-2.2520, 2.8551, -2.4197], [-3.4167, 1.4390, -2.1926], [-3.9782, 1.9313, 0.1834], [-3.3710, 3.6395, 0.0214], [-1.5748, 2.8536, 1.2413], [-0.8374, 2.5375, -0.3926], [-1.7334, 0.2920, -1.4971], [-1.5035, -2.3676, -1.1648], [-1.0704, -3.0748, 1.5065], [-0.9484, -0.3620, 4.3413], [0.0900, -1.8554, 3.7549], [-3.2320, -1.9536, 3.9300], [-2.6764, -3.8766, 5.6796], [-0.7397, -3.6670, 5.5772], [-1.2975, 4.4326, -3.6525], [-1.7467, 5.3037, -4.3557], [-2.9772, 5.8521, -4.1876], [-3.2355, 6.7736, -5.2572], [-1.8740, 7.1623, -5.7845], [-1.0653, 5.9036, -5.5554], [-3.8460, 6.2692, -6.0118], [-3.7863, 7.6340, -4.8749], [-1.8923, 7.4892, -6.8247], [-1.4619, 7.9778, -5.1826], [-1.1459, 5.2094, -6.3953], [-0.0221, 6.1301, -5.3418], [2.3613, 6.8863, -6.2609], [2.9805, 6.2897, -5.4195], [4.3372, 6.2377, -5.3677], [4.7404, 5.3563, -4.3118], [3.5593, 5.2982, -3.3700], [2.3847, 5.4636, -4.3118], [4.9765, 4.3796, -4.7440], [5.6329, 5.7516, -3.8248], [3.5236, 4.3815, -2.7795], [3.5956, 6.1441, -2.6767], [2.0524, 4.5064, -4.7205], [1.5569, 5.9868, -3.8344], [4.4460, -2.8166, 5.8604], [3.9418, -3.0879, 4.8061], [4.4406, -2.6960, 3.6004], [3.5397, -3.0938, 2.5614], [2.7308, -4.2291, 3.1468], [2.6617, -3.8569, 4.6135], [2.9163, -2.2346, 2.2923], [4.1070, -3.4066, 1.6839], [1.7526, -4.3481, 2.6771], [3.2755, -5.1707, 3.0326], [1.8156, -3.1989, 4.8278], [2.6339, -4.7402, 5.2507], [0.6490, -7.7612, 4.1358], [-0.4570, -7.9007, 3.6843], [-0.7375, -8.6346, 2.5744], [-2.1273, -8.4997, 2.2529], [-2.7954, -8.0802, 3.5425], [-1.7122, -7.2660, 4.2197], [-2.2314, -7.7461, 1.4663], [-2.5123, -9.4510, 1.8833], [-3.7256, -7.5315, 3.3869], [-3.0226, -8.9632, 4.1473], [-1.7391, -6.2172, 3.9135], [-1.7641, -7.3520, 5.3047], [6.7861, -1.3615, -1.3153], [7.4047, -1.9756, -0.4863], [8.7614, -2.0275, -0.4349], [9.1651, -2.9307, 0.6026], [7.9838, -3.0098, 1.5423], [6.8091, -2.8261, 0.6037], [9.4024, -3.8979, 0.1500], [10.0568, -2.5448, 1.0982], [7.9489, -3.9387, 2.1134], [8.0188, -2.1788, 2.2531], [6.4782, -3.7753, 0.1750], [5.9813, -2.3141, 1.0925]], "lowdin_charge": [-0.13, -0.23, -0.20, -0.19, -0.22, -0.16, -0.10, -0.13, 0.04, 0.08, 0.08, -0.17, -0.04, -0.19, 0.04, -0.26, 0.18, 0.07, 0.05, 0.07, 0.08, 0.11, 0.11, 0.09, 0.11, 0.11, 0.09, 0.10, 0.11, 0.13, 0.14, 0.15, 0.15, 0.13, 0.13, 0.12, 0.11, 0.17, 0.11, 0.11, 0.08, -0.46, 0.01, -0.15, -0.15, -0.07, 0.13, 0.13, 0.13, 0.13, 0.14, 0.09, 0.12, -0.48, 0.04, -0.16, -0.16, -0.10, 0.13, 0.13, 0.12, 0.12, 0.14, 0.12, 0.14, -0.47, 0.03, -0.17, -0.16, -0.08, 0.12, 0.11, 0.11, 0.13, 0.11, 0.14, 0.11, -0.48, 0.03, -0.16, -0.16, -0.08, 0.12, 0.13, 0.12, 0.12, 0.11, 0.13, 0.11, -0.48, 0.03, -0.16, -0.16, -0.09, 0.13, 0.13, 0.12, 0.13, 0.14, 0.11]}

---

(5)
{"formula": "C3H6N2O", "method": "ωB97M-V with the def2-TZVPD basis set", "de_lowest_kj_mol": 262.9, "homo_ev": -10.8, "elements": ["N", "C", "C", "C", "N", "H", "H", "H", "H", "O", "H", "H"], "coordinates": [[2.4466, 0.3112, -0.9537], [1.3818, 0.3796, -0.5007], [-0.0167, 0.6738, -0.1844], [-1.0146, 0.1153, -1.1232], [-1.0217, -0.3282, 0.2531], [-0.1120, 1.6601, 0.2554], [-0.6481, -0.6554, -1.7952], [-1.8052, 0.7573, -1.4852], [-1.7709, 0.1299, 0.7772], [0.9537, -0.7711, 1.8964], [0.0828, -0.9296, 1.4906], [1.5243, -1.3429, 1.3696]], "lowdin_charge": [0.16, -0.20, -0.28, -0.12, 0.00, 0.15, 0.12, 0.11, 0.12, -0.09, -0.01, 0.04]}

---

Here are the calculated max |F| numbers, same order: 9.23 2.69 2.59 5.82 1.34 (eV/Å).
Here are the calculated DFT total energy numbers, same order: -60313.684 -16582.838 -30730.197 -61607.690 -8233.974 (eV).